No. 1
An isolated ion of composition C4H5N5O6P and charge +1 in a non-equilibrium geometry, computed with the ωB97M-V functional and the def2-TZVPD basis.

Structure (XYZ):
```
21
Properties=species:S:1:pos:R:3:forces:R:3:lowdin_charge:R:1
N -0.069127 -4.051308 1.627455 -0.1130 -0.0499 0.0350 0.234
C -0.397079 -3.488416 0.683636 0.0741 0.1730 -0.4271 -0.270
O -0.738458 -2.817272 -0.412257 0.0869 -0.0775 0.3565 0.133
C 0.004390 -1.703238 -0.603926 0.0503 0.0244 0.0072 -0.319
N 1.158809 -1.683093 -1.168336 -0.1007 -0.0211 0.0621 0.242
N 1.493906 -0.371161 -1.139832 -0.0441 0.1653 0.0420 0.157
C 0.576012 0.384806 -0.580229 -0.2501 -0.0363 0.1357 -0.153
C 0.658804 1.872318 -0.414332 0.1328 0.2116 -0.3122 -0.132
O 1.740105 2.305909 -1.200752 -0.1005 -0.5137 -0.1906 -0.123
N 2.802002 2.925529 -0.312902 0.1840 -0.0679 0.6209 0.065
O 3.812748 2.448758 -0.522859 0.0097 0.2651 -0.2916 0.165
N -0.430483 -0.442958 -0.215445 0.5051 -0.3068 0.1156 0.106
P -1.938574 -0.017680 0.580382 -0.9894 0.1630 0.3227 0.438
O -2.974708 0.360369 -0.363928 0.3792 -0.0154 -0.0496 -0.183
O -1.405411 1.098915 1.560512 -0.0936 -0.2069 -0.4625 -0.060
O -2.205158 -1.280724 1.472922 0.2323 0.2069 -0.3771 -0.047
H 2.376235 -0.048928 -1.521385 -0.0612 0.0218 -0.0947 0.194
H -0.279626 2.316561 -0.760070 0.0242 0.0280 0.0623 0.148
H 0.805181 2.104448 0.646565 -0.0883 0.0573 -0.0266 0.139
H -2.012378 1.858964 1.504078 0.1338 0.0279 0.2593 0.131
H -2.977195 -1.771799 1.140708 0.0285 -0.0488 0.2128 0.133
```
Positions in Å, forces in eV/Å.

Properties
LUMO = -4.403 eV
F_max = 1.1 eV Å⁻¹
Kohn-Sham gap = 10.7 eV
DFT total energy = -33244.337 eV
Total charge = +1



No. 2
C46H46FN6O8PSiSn as an isolated structure, computed with the ωB97M-V functional and the def2-TZVPD basis.

Structure (XYZ):
```
110
Properties=species:S:1:pos:R:3:forces:R:3:lowdin_charge:R:1
Sn 0.314275 0.150131 -3.316399 -0.1504 0.0628 -0.2089 1.263
O -2.518494 -5.597262 -2.461015 0.0590 -0.0078 0.0185 0.113
C -2.786416 -4.797208 -1.454631 0.0046 -0.0080 0.0187 -0.521
O -3.452116 -5.139045 -0.499309 -0.0031 0.0070 -0.0164 0.066
C -2.222669 -3.419274 -1.512348 -0.0158 -0.0064 -0.0074 -0.052
C -2.399255 -2.499740 -0.501584 0.0272 -0.0077 -0.0029 -0.012
N -1.739800 -1.389778 -0.864519 -0.0415 -0.0278 -0.0253 0.009
N -1.154827 -1.520230 -2.059056 0.0047 0.0033 0.0333 0.013
C -1.438102 -2.739426 -2.477983 -0.1067 0.0066 -0.0618 -0.126
C -0.956591 -3.142897 -3.853320 0.3842 -0.2218 0.2799 -0.573
O -1.135067 -4.331314 -4.185799 -0.0971 0.0687 -0.0320 0.036
O -0.396435 -2.235014 -4.510700 -0.1428 -0.0060 -0.0801 -0.129
H -1.929630 -5.138065 -3.161775 -0.0953 0.0320 -0.0492 0.056
H -2.949404 -2.582733 0.420137 -0.0048 0.0013 0.0003 0.138
H -1.634881 -0.506213 -0.387014 0.0115 0.0158 -0.0138 0.114
F 0.611014 -2.748938 2.711034 0.0001 0.0003 0.0149 0.066
C 1.061266 -1.488880 2.512526 0.0635 -0.0261 -0.0386 -0.192
C 0.773194 -0.852339 1.339337 0.0026 -0.0590 -0.0257 0.099
C 1.304208 0.411579 1.090455 0.0452 0.0316 0.0123 -0.032
C 1.042632 1.038513 -0.216164 0.1961 -0.1395 0.0147 -0.298
O 0.158486 0.546762 -0.926659 -0.2555 0.2199 0.0106 -0.140
C 1.895337 2.137453 -0.544806 -0.0314 0.0618 0.0131 -0.026
C 2.656167 2.676959 0.437576 0.0525 -0.0319 -0.0286 0.048
N 2.753834 2.207963 1.712312 -0.0533 0.0348 0.0039 0.013
C 3.590446 2.887475 2.665596 0.0112 -0.0106 0.0035 -0.271
C 2.937093 3.515953 3.864352 0.0005 -0.0067 -0.0042 -0.096
C 3.481922 4.374885 2.760612 -0.0021 0.0022 -0.0020 -0.077
C 2.146965 1.008989 2.034044 0.0079 -0.0185 -0.0284 -0.130
C 2.387828 0.358847 3.250328 -0.0182 0.0113 0.0339 0.059
C 1.859142 -0.894933 3.493021 -0.0290 -0.0065 -0.0400 -0.167
N 2.214260 -1.562032 4.705359 0.0542 0.0731 0.0711 -0.116
C 3.535353 -2.170863 4.753799 0.0069 -0.0698 -0.0437 -0.119
C 4.068906 -1.982202 6.182899 -0.0055 0.0011 -0.0061 -0.072
N 2.874337 -1.787788 7.081007 0.0019 -0.0016 0.0080 0.044
C 1.794057 -2.775937 6.751128 0.0017 -0.0073 -0.0011 -0.072
C 1.230854 -2.409315 5.364834 -0.0272 0.0153 0.0108 -0.131
C 1.940705 2.822776 -1.909179 -0.0637 -0.0080 0.0236 -0.639
O 2.510222 3.913093 -1.951229 -0.0237 -0.0029 0.0001 0.014
O 1.379627 2.200830 -2.857489 0.0805 -0.0406 -0.0097 -0.212
H 0.197190 -1.349213 0.569245 0.0475 0.0000 0.0273 0.127
H 3.230335 3.562888 0.198321 -0.0048 0.0111 0.0214 0.146
H 4.572451 2.444842 2.795628 0.0018 -0.0013 -0.0054 0.153
H 3.465909 3.485266 4.807444 -0.0014 0.0002 -0.0009 0.099
H 1.861286 3.422915 3.930530 0.0023 -0.0002 0.0043 0.108
H 4.393097 4.928387 2.932789 0.0003 -0.0005 0.0008 0.109
H 2.768447 4.861963 2.111086 0.0009 0.0019 0.0006 0.111
H 3.012315 0.820461 4.003295 -0.0020 -0.0103 0.0063 0.116
H 4.198011 -1.681441 4.044468 -0.0023 0.0090 -0.0088 0.134
H 3.500910 -3.235879 4.491155 0.0074 0.0029 -0.0158 0.139
H 4.682554 -1.088659 6.279756 0.0048 -0.0027 0.0025 0.134
H 4.622366 -2.843658 6.551277 -0.0065 -0.0036 0.0011 0.134
H 2.503603 -0.855968 6.879328 -0.0023 -0.0032 -0.0065 0.180
H 3.142113 -1.835541 8.062026 0.0017 -0.0010 -0.0019 0.182
H 1.037967 -2.740720 7.531485 0.0035 0.0097 0.0027 0.135
H 2.265045 -3.757004 6.762030 -0.0071 -0.0035 0.0021 0.136
H 0.299174 -1.852060 5.459604 0.0001 0.0016 0.0052 0.142
H 1.014863 -3.335983 4.828747 0.0059 0.0018 -0.0097 0.126
O -2.205167 -0.902220 -6.062456 -0.1428 0.0905 -0.0159 -0.053
N -2.600263 0.081527 -5.189416 -0.0143 -0.0635 -0.0332 -0.045
C -3.113235 1.072465 -5.793077 0.0310 0.0211 0.0034 -0.113
C -3.578685 2.304092 -5.126760 -0.0444 -0.0613 -0.0347 -0.194
C -4.120040 3.265603 -5.984309 -0.0101 -0.0186 -0.0013 -0.048
C -4.590912 4.479407 -5.518787 -0.0023 0.0035 0.0254 -0.082
C -4.528585 4.757417 -4.162623 0.0059 -0.0055 -0.0320 -0.081
C -3.995684 3.814039 -3.299038 0.0397 0.0112 0.0026 -0.098
C -3.511210 2.587128 -3.750148 -0.0216 -0.0015 0.0774 -0.277
P -2.861871 1.343680 -2.552316 0.1051 0.2257 0.0103 1.076
C -2.345557 2.379140 -1.129014 -0.1088 -0.0716 0.0759 -0.386
C -2.640449 2.010994 0.184386 -0.0362 0.0161 -0.0064 -0.115
C -2.022147 2.640839 1.258724 0.0204 -0.0015 0.0166 -0.094
C -1.098244 3.651209 1.037523 -0.0027 -0.0187 0.0008 -0.101
C -0.787640 4.020814 -0.266692 -0.0064 0.0143 -0.0183 -0.077
C -1.398699 3.386692 -1.335826 0.0233 -0.0031 -0.0194 -0.095
C -4.444287 0.605984 -1.989166 0.0538 -0.1543 -0.0907 -0.358
C -4.638547 -0.732817 -2.323376 -0.0032 -0.0091 0.0344 -0.102
C -5.808309 -1.391834 -1.964621 0.0056 0.0064 0.0062 -0.071
C -6.793896 -0.712464 -1.266660 0.0004 0.0005 -0.0050 -0.088
C -6.613067 0.626225 -0.933912 -0.0059 -0.0049 0.0067 -0.087
C -5.447904 1.281831 -1.296188 -0.0070 0.0342 -0.0214 -0.100
H -1.632840 -1.492666 -5.524175 0.1129 0.0694 -0.0034 0.039
H -3.196580 1.044710 -6.879942 0.0311 0.0130 -0.0025 0.125
H -4.165562 3.045204 -7.044107 0.0018 0.0016 -0.0002 0.108
H -5.001032 5.202667 -6.211632 -0.0008 0.0024 0.0013 0.102
H -4.890115 5.701544 -3.775797 -0.0013 0.0012 0.0000 0.101
H -3.942280 4.046342 -2.243003 0.0007 -0.0106 0.0122 0.097
H -3.368847 1.229849 0.375623 0.0078 0.0136 -0.0053 0.097
H -2.275064 2.344827 2.270428 -0.0034 0.0043 0.0017 0.097
H -0.624776 4.152489 1.873881 0.0068 -0.0034 0.0064 0.092
H -0.045623 4.785695 -0.460532 -0.0019 0.0074 -0.0037 0.112
H -1.108697 3.656432 -2.344947 -0.0021 0.0071 -0.0071 0.120
H -3.864219 -1.259638 -2.870389 -0.0066 0.0155 -0.0035 0.089
H -5.940366 -2.434117 -2.225373 0.0000 -0.0006 0.0026 0.109
H -7.705698 -1.222193 -0.982025 -0.0008 -0.0001 0.0020 0.100
H -7.385662 1.159666 -0.393985 -0.0016 -0.0012 -0.0009 0.099
H -5.316845 2.325507 -1.034620 0.0050 0.0054 -0.0131 0.102
C 5.582769 -2.879933 -1.998465 0.0288 -0.0103 0.0392 -0.189
Si 4.163988 -2.447420 -0.863894 -0.0903 0.0090 -0.1394 0.401
C 4.777331 -1.321482 0.512080 0.0536 0.0115 0.0609 -0.180
C 3.454257 -3.999819 -0.094216 0.0117 0.0028 0.0550 -0.183
C 2.860352 -1.582414 -1.792064 0.0342 0.0332 0.0994 -0.207
C 1.980434 -0.985418 -2.390191 0.1115 -0.1288 0.0340 -0.224
H 6.378421 -3.406754 -1.465575 0.0018 -0.0001 -0.0076 0.026
H 6.006377 -1.978654 -2.444979 -0.0027 0.0001 -0.0032 0.032
H 5.232870 -3.519593 -2.810309 0.0007 -0.0004 -0.0031 0.034
H 5.558736 -1.806827 1.105048 0.0153 0.0005 -0.0150 0.023
H 3.951718 -1.057016 1.177174 -0.0626 0.0164 0.0332 -0.003
H 5.184532 -0.396265 0.098185 -0.0072 0.0023 0.0097 0.033
H 4.204893 -4.535194 0.493952 0.0003 -0.0109 -0.0075 0.024
H 3.083980 -4.673236 -0.868834 -0.0081 -0.0060 0.0052 0.036
H 2.611867 -3.757423 0.558842 -0.0125 -0.0006 0.0008 0.013
```
Positions in Å, forces in eV/Å.

Properties
LUMO = -1.959 eV
F_max = 0.5 eV Å⁻¹
Kohn-Sham gap = 4.9 eV
DFT total energy = -99482.511 eV
Total charge = 0